# 1
{
  "formula": "C21H29N3O4S",
  "method": "wB97M-V/def2-TZVPD",
  "lumo_energy_ev": 0.54,
  "orbital_gap_ev": 8.1,
  "relative_energy_ev": 1.8115,
  "e_homo_ev": -7.59,
  "species": ["C", "C", "O", "C", "C", "C", "N", "C", "S", "N", "C", "C", "C", "C", "C", "O", "C", "O", "C", "C", "C", "C", "N", "C", "O", "C", "C", "C", "C", "H", "H", "H", "H", "H", "H", "H", "H", "H", "H", "H", "H", "H", "H", "H", "H", "H", "H", "H", "H", "H", "H", "H", "H", "H", "H", "H", "H", "H"],
  "coordinates": [[4.509, 2.326, 2.749], [3.014, 2.135, 2.544], [2.841, 1.307, 1.409], [1.569, 0.988, 1.012], [0.410, 1.411, 1.631], [-0.856, 1.043, 1.164], [-1.944, 1.496, 1.923], [-3.154, 2.033, 1.605], [-4.020, 2.697, 2.855], [-3.554, 2.078, 0.322], [-4.897, 2.493, -0.032], [-5.867, 1.357, -0.016], [-6.407, 0.647, 1.015], [-7.233, -0.341, 0.425], [-7.133, -0.158, -0.918], [-6.305, 0.864, -1.198], [-0.943, 0.195, 0.051], [-2.189, -0.195, -0.361], [-2.305, -1.152, -1.403], [-3.786, -1.427, -1.608], [0.222, -0.224, -0.579], [1.472, 0.160, -0.120], [2.664, -0.240, -0.722], [2.855, -1.066, -1.787], [1.960, -1.583, -2.422], [4.326, -1.278, -2.098], [5.030, -2.113, -1.017], [6.524, -2.206, -1.322], [4.411, -3.506, -0.936], [4.990, 1.365, 2.909], [4.683, 2.958, 3.615], [4.949, 2.795, 1.873], [2.526, 3.105, 2.378], [2.567, 1.659, 3.427], [0.455, 2.047, 2.500], [-1.711, 1.690, 2.891], [-3.116, 1.411, -0.304], [-4.867, 2.928, -1.034], [-5.201, 3.252, 0.694], [-6.238, 0.817, 2.059], [-7.820, -1.078, 0.934], [-7.582, -0.666, -1.748], [-1.780, -2.071, -1.118], [-1.859, -0.762, -2.326], [-3.913, -2.214, -2.345], [-4.241, -1.740, -0.671], [-4.294, -0.532, -1.957], [0.187, -0.872, -1.436], [3.480, 0.141, -0.262], [4.815, -0.306, -2.191], [4.393, -1.795, -3.056], [4.905, -1.619, -0.046], [6.976, -1.217, -1.351], [7.030, -2.792, -0.559], [6.685, -2.685, -2.285], [4.538, -4.031, -1.880], [3.347, -3.442, -0.724], [4.886, -4.089, -0.150]],
  "atomic_forces_ev_per_a": [[-0.4109, -0.1182, -0.1466], [0.2087, 0.2267, 0.2990], [-0.1074, -0.1976, -0.2718], [-0.1385, -0.1820, -0.1572], [0.1210, 0.0014, -0.1144], [0.1934, -0.2669, -0.6169], [0.0193, -0.1841, 0.2510], [0.0955, 0.2648, -0.1877], [-0.4533, 0.3037, 0.6806], [0.4536, -0.2534, 0.0181], [-0.2245, 0.0395, -0.1603], [0.0319, 0.0779, 0.8515], [0.2171, 0.3635, -0.3307], [-0.0268, -0.0634, -0.5632], [-0.3816, -0.5388, 0.4592], [0.1545, 0.2855, -0.3397], [0.0746, 0.2592, 0.3485], [0.1226, 0.1787, 0.2697], [-0.1733, -0.3620, -0.3271], [0.3964, 0.1699, 0.1548], [-0.0542, -0.0519, -0.1106], [-0.2701, 0.1238, 0.2107], [0.2467, 0.3053, 0.4199], [0.4786, 0.0963, -0.1831], [-0.2445, -0.1623, -0.1199], [-0.0354, -0.1138, 0.1444], [0.1175, -0.1158, -0.1717], [-0.2318, 0.1088, 0.1600], [0.0136, 0.2629, 0.1501], [0.0699, -0.0701, 0.0450], [0.0462, 0.0668, 0.0899], [0.0658, 0.0667, -0.0532], [-0.0198, -0.1359, 0.0179], [-0.0253, 0.0579, -0.1221], [0.0326, 0.1017, 0.0658], [-0.2377, -0.0895, -0.1954], [0.0061, 0.0676, 0.0492], [-0.0332, 0.0125, 0.0850], [0.0372, -0.0968, -0.2424], [0.1040, 0.1189, 0.1942], [-0.1566, -0.1821, 0.0341], [-0.0203, 0.0004, -0.1789], [0.0288, 0.1298, -0.0291], [0.0347, -0.0529, 0.1324], [-0.0255, -0.0839, -0.0914], [-0.0838, -0.0392, 0.0622], [-0.0889, 0.0508, -0.0386], [-0.0307, -0.0189, -0.0372], [-0.0300, -0.1236, -0.1651], [0.0269, 0.0325, -0.0432], [-0.0431, 0.0553, 0.0014], [0.0097, -0.0087, -0.0421], [0.1021, 0.0865, -0.0272], [0.0978, -0.0659, 0.0478], [0.0447, -0.0691, -0.1327], [0.0011, -0.0821, -0.1297], [-0.1306, -0.0990, 0.0220], [0.0247, -0.0875, 0.0648]]
}

# 2
{
  "formula": "C21H29N3O4S",
  "method": "wB97M-V/def2-TZVPD",
  "lumo_energy_ev": 0.58,
  "orbital_gap_ev": 9.8,
  "relative_energy_ev": 0.1688,
  "e_homo_ev": -9.23,
  "species": ["C", "C", "C", "O", "C", "C", "C", "O", "N", "C", "C", "C", "N", "C", "O", "C", "N", "C", "S", "C", "C", "O", "C", "C", "C", "C", "C", "C", "C", "H", "H", "H", "H", "H", "H", "H", "H", "H", "H", "H", "H", "H", "H", "H", "H", "H", "H", "H", "H", "H", "H", "H", "H", "H", "H", "H", "H", "H"],
  "coordinates": [[-4.903, 0.604, 4.551], [-3.740, 0.295, 3.617], [-3.181, 1.537, 2.935], [-2.645, 2.453, 3.891], [-2.035, 1.205, 1.984], [-1.456, 2.463, 1.329], [-2.531, 0.281, 0.884], [-3.640, 0.418, 0.386], [-1.689, -0.686, 0.443], [-2.060, -1.493, -0.724], [-0.780, -2.256, -1.045], [0.328, -1.305, -0.563], [0.383, -0.089, -1.383], [0.288, 0.039, -2.726], [0.031, -0.847, -3.522], [0.637, 1.455, -3.195], [2.072, 1.666, -3.089], [2.952, 1.138, -4.109], [4.613, 1.732, -3.677], [4.141, 1.978, -1.951], [2.628, 2.021, -1.905], [1.989, 2.302, -0.903], [1.701, -1.957, -0.464], [2.153, -2.581, 0.695], [3.408, -3.174, 0.743], [4.232, -3.161, -0.369], [3.786, -2.560, -1.537], [2.534, -1.967, -1.582], [-0.278, -0.839, 0.770], [-5.319, -0.308, 4.978], [-4.595, 1.233, 5.390], [-5.706, 1.116, 4.016], [-2.928, -0.186, 4.172], [-4.074, -0.401, 2.844], [-3.977, 2.019, 2.356], [-3.364, 2.768, 4.446], [-1.261, 0.712, 2.579], [-0.610, 2.229, 0.678], [-2.224, 2.946, 0.722], [-1.119, 3.163, 2.089], [-2.902, -2.145, -0.495], [-2.367, -0.838, -1.541], [-0.707, -3.165, -0.444], [-0.685, -2.514, -2.094], [0.703, 0.744, -0.900], [0.334, 1.555, -4.235], [0.139, 2.209, -2.586], [2.911, 0.046, -4.140], [2.679, 1.529, -5.089], [4.473, 1.162, -1.307], [4.543, 2.913, -1.569], [1.538, -2.611, 1.584], [3.739, -3.644, 1.661], [5.211, -3.621, -0.329], [4.412, -2.555, -2.420], [2.188, -1.532, -2.510], [0.174, 0.092, 1.111], [-0.141, -1.589, 1.549]],
  "atomic_forces_ev_per_a": [[-0.0035, 0.0021, 0.0094], [0.0041, 0.0053, -0.0023], [-0.0061, -0.0078, -0.0075], [0.0029, -0.0003, 0.0049], [0.0073, -0.0047, 0.0030], [-0.0008, -0.0065, -0.0034], [0.0035, 0.0077, -0.0115], [0.0006, -0.0092, 0.0054], [-0.0005, 0.0085, -0.0019], [-0.0210, 0.0051, -0.0015], [0.0219, 0.0173, -0.0045], [-0.0127, -0.0059, 0.0158], [-0.0150, -0.0019, 0.0005], [0.0001, -0.0146, -0.0162], [0.0041, 0.0045, 0.0056], [-0.0027, 0.0010, 0.0109], [0.0036, -0.0070, -0.0014], [0.0026, -0.0011, -0.0001], [0.0074, -0.0021, -0.0018], [-0.0038, 0.0101, 0.0002], [0.0103, -0.0018, 0.0164], [-0.0003, 0.0041, -0.0088], [0.0008, -0.0096, -0.0014], [0.0006, 0.0125, 0.0014], [-0.0074, 0.0019, 0.0076], [0.0053, -0.0004, -0.0024], [0.0077, -0.0010, -0.0063], [-0.0088, 0.0024, -0.0016], [-0.0048, -0.0018, 0.0147], [0.0008, -0.0005, -0.0020], [-0.0015, -0.0008, -0.0020], [-0.0009, -0.0005, -0.0001], [-0.0026, -0.0032, 0.0000], [-0.0005, -0.0041, 0.0011], [0.0004, 0.0023, 0.0057], [-0.0007, 0.0025, -0.0036], [-0.0005, 0.0028, 0.0007], [-0.0031, 0.0031, -0.0016], [0.0035, 0.0037, -0.0012], [0.0019, 0.0027, 0.0012], [0.0030, -0.0043, 0.0053], [0.0098, -0.0006, -0.0018], [0.0013, -0.0022, -0.0066], [-0.0079, -0.0089, -0.0027], [0.0130, -0.0007, 0.0059], [-0.0073, 0.0049, -0.0003], [-0.0027, 0.0023, -0.0067], [-0.0031, 0.0008, -0.0061], [-0.0005, -0.0010, -0.0014], [-0.0035, -0.0031, -0.0007], [0.0014, -0.0008, 0.0017], [0.0011, -0.0012, 0.0035], [0.0013, -0.0006, -0.0012], [-0.0008, -0.0001, -0.0006], [-0.0004, 0.0002, 0.0000], [0.0033, 0.0013, -0.0033], [0.0009, 0.0054, -0.0024], [-0.0005, -0.0061, -0.0042]]
}

# 3
{
  "formula": "C21H29N3O4S",
  "method": "wB97M-V/def2-TZVPD",
  "lumo_energy_ev": 0.55,
  "orbital_gap_ev": 9.8,
  "relative_energy_ev": 0.0857,
  "e_homo_ev": -9.21,
  "species": ["C", "C", "C", "O", "C", "C", "C", "O", "N", "C", "C", "C", "N", "C", "O", "C", "N", "C", "S", "C", "C", "O", "C", "C", "C", "C", "C", "C", "C", "H", "H", "H", "H", "H", "H", "H", "H", "H", "H", "H", "H", "H", "H", "H", "H", "H", "H", "H", "H", "H", "H", "H", "H", "H", "H", "H", "H", "H"],
  "coordinates": [[-1.019, -0.901, 3.116], [-0.417, -0.040, 2.011], [-0.636, -0.620, 0.621], [-2.028, -0.697, 0.303], [-0.009, 0.245, -0.473], [-0.265, -0.328, -1.870], [1.493, 0.329, -0.262], [2.145, -0.628, 0.131], [2.102, 1.505, -0.556], [3.563, 1.606, -0.490], [3.850, 3.013, -1.009], [2.680, 3.283, -1.971], [2.828, 2.445, -3.160], [3.889, 2.461, -4.004], [4.913, 3.096, -3.840], [3.654, 1.612, -5.255], [2.747, 2.308, -6.151], [3.262, 3.317, -7.050], [1.838, 3.874, -8.042], [0.645, 3.156, -6.889], [1.408, 2.238, -5.959], [0.876, 1.547, -5.104], [2.435, 4.748, -2.312], [2.299, 5.184, -3.624], [2.054, 6.520, -3.913], [1.943, 7.447, -2.890], [2.076, 7.024, -1.575], [2.320, 5.690, -1.291], [1.508, 2.677, -1.182], [-0.787, -0.493, 4.100], [-2.108, -0.956, 3.047], [-0.622, -1.918, 3.077], [-0.851, 0.965, 2.039], [0.657, 0.056, 2.178], [-0.185, -1.617, 0.571], [-2.451, -1.281, 0.939], [-0.465, 1.235, -0.395], [0.182, 0.288, -2.654], [0.170, -1.327, -1.944], [-1.333, -0.399, -2.058], [3.914, 1.449, 0.529], [4.011, 0.831, -1.114], [3.819, 3.737, -0.195], [4.811, 3.099, -1.506], [2.023, 1.915, -3.471], [4.610, 1.463, -5.753], [3.210, 0.650, -5.004], [3.713, 4.143, -6.496], [4.013, 2.887, -7.713], [0.147, 3.913, -6.282], [-0.112, 2.582, -7.418], [2.377, 4.477, -4.438], [1.953, 6.834, -4.945], [1.755, 8.488, -3.113], [1.991, 7.736, -0.764], [2.421, 5.385, -0.257], [0.676, 2.420, -1.838], [1.149, 3.401, -0.445]],
  "atomic_forces_ev_per_a": [[0.0130, 0.0052, 0.0106], [-0.0170, 0.0247, 0.0260], [-0.0226, 0.0089, -0.0871], [0.0248, 0.0201, 0.0180], [0.0019, -0.0656, 0.0403], [-0.0073, -0.0160, -0.0135], [0.0327, 0.0698, 0.0186], [-0.0249, -0.0063, -0.0130], [-0.0080, -0.0139, 0.0170], [-0.0065, 0.0334, 0.0321], [-0.0052, -0.0472, 0.0265], [-0.0242, 0.0010, -0.0854], [0.1082, 0.1032, 0.0558], [-0.0166, -0.2205, 0.1497], [-0.0194, 0.0919, -0.0559], [0.0753, 0.0342, 0.0104], [-0.1031, 0.0122, -0.1018], [-0.0217, 0.0054, 0.0000], [0.0245, -0.0223, 0.0310], [0.0027, -0.0019, -0.0070], [0.0658, 0.0359, 0.0262], [-0.0447, -0.0356, -0.0462], [0.0988, -0.0354, -0.0123], [-0.0719, 0.0249, 0.0183], [-0.0022, -0.0037, -0.0118], [0.0026, -0.0156, 0.0157], [-0.0040, 0.0120, -0.0092], [0.0024, 0.0005, 0.0139], [0.0089, -0.0157, -0.0106], [-0.0014, -0.0068, -0.0037], [-0.0036, 0.0050, -0.0103], [0.0023, -0.0007, 0.0013], [0.0017, -0.0061, -0.0032], [0.0061, -0.0005, -0.0016], [0.0054, -0.0004, -0.0043], [-0.0016, -0.0144, -0.0042], [0.0141, 0.0196, 0.0008], [-0.0085, 0.0089, 0.0160], [0.0035, 0.0014, 0.0066], [-0.0050, -0.0041, -0.0008], [0.0025, -0.0106, -0.0110], [0.0073, 0.0078, -0.0043], [-0.0222, -0.0049, 0.0142], [-0.0019, 0.0125, -0.0174], [-0.0292, 0.0334, -0.0318], [-0.0257, 0.0005, 0.0089], [0.0052, -0.0012, 0.0148], [-0.0112, -0.0005, 0.0045], [-0.0107, 0.0099, -0.0058], [-0.0028, 0.0002, 0.0027], [-0.0001, 0.0045, -0.0092], [0.0130, -0.0266, -0.0227], [0.0050, -0.0063, 0.0025], [0.0003, 0.0030, 0.0016], [0.0010, -0.0025, 0.0019], [-0.0030, -0.0037, 0.0000], [0.0007, 0.0122, -0.0065], [-0.0033, -0.0133, 0.0046]]
}